(1)
46
Properties=species:S:1:pos:R:3:lowdin_charge:R:1 method="wB97M-V/def2-TZVPD" lumo_energy_ev=-7.077 gap_ev=8.526 total_charge=+2 de_lowest_kj_mol=0.00
Ir 0.000 0.538 -0.437 1.47
O -1.423 3.753 -2.376 0.20
C -1.257 2.742 -1.774 -0.39
N 0.000 2.151 -1.442 -0.08
C 1.257 2.743 -1.771 -0.39
O 1.423 3.753 -2.374 0.20
C 2.389 1.892 -1.251 -0.17
C 3.701 2.249 -1.464 0.05
C 4.702 1.422 -0.970 0.01
C 4.349 0.272 -0.285 0.00
C 3.009 -0.025 -0.108 -0.08
N 2.047 0.771 -0.581 -0.07
C -2.389 1.891 -1.252 -0.17
C -3.701 2.248 -1.466 0.05
C -4.703 1.422 -0.972 0.01
C -4.349 0.272 -0.285 0.00
C -3.009 -0.024 -0.107 -0.08
N -2.047 0.771 -0.582 -0.07
H 3.910 3.159 -2.009 0.14
H 5.743 1.674 -1.120 0.13
H 5.098 -0.398 0.112 0.13
H 2.691 -0.913 0.421 0.12
H -3.910 3.158 -2.012 0.14
H -5.744 1.674 -1.122 0.13
H -5.099 -0.397 0.113 0.13
H -2.691 -0.912 0.422 0.12
C 0.001 0.521 3.812 0.00
C 0.001 -0.823 4.153 0.01
C 0.001 -1.779 3.149 0.04
C 0.000 -1.366 1.830 -0.20
N 0.000 -0.055 1.510 -0.08
C 0.000 0.871 2.477 -0.07
C 0.000 -2.236 0.647 -0.20
C -0.001 -3.618 0.643 0.04
C -0.001 -4.282 -0.575 0.01
C 0.000 -3.549 -1.752 0.00
C 0.000 -2.169 -1.680 -0.07
N 0.000 -1.532 -0.505 -0.07
H 0.001 1.294 4.567 0.13
H 0.002 -1.125 5.192 0.14
H 0.002 -2.833 3.389 0.13
H -0.001 1.902 2.148 0.13
H -0.001 -4.168 1.573 0.13
H -0.001 -5.364 -0.603 0.14
H 0.000 -4.032 -2.718 0.13
H 0.000 -1.546 -2.565 0.13

---

(2)
120
Properties=species:S:1:pos:R:3:mulliken_spin:R:1 method="wB97M-V/def2-TZVPD" lumo_energy_ev="1.613 / 1.543" spin_multiplicity=2 gap_ev="1.877 / 9.730" total_charge=-1 s2=0.751 de_lowest_kj_mol=1244.35
H 0.620 -2.865 -6.218 0.00
H 1.069 -3.094 -4.923 -0.02
O 1.094 -3.456 -5.757 -0.02
H 1.818 3.191 -1.027 -0.03
H 3.043 2.648 -0.387 0.02
O 2.059 2.686 -0.265 0.01
H -1.547 -5.407 -2.462 0.01
H -0.234 -6.144 -2.417 0.01
O -0.945 -5.898 -1.875 -0.02
H -5.473 2.107 -0.045 0.00
H -6.466 1.429 0.972 0.00
O -5.883 2.110 0.869 0.02
H 3.495 -1.768 0.277 -0.06
H 3.057 -2.293 1.694 -0.10
O 2.818 -2.339 0.688 0.65
H -0.421 -0.520 4.353 0.02
O -0.470 -0.370 5.201 0.00
H -5.373 -2.612 0.985 0.00
O -5.594 -1.657 1.132 -0.01
H 0.469 -0.364 -0.466 0.01
H 0.289 -0.948 1.155 0.03
O -0.146 -0.777 0.171 -0.05
H -1.406 -5.495 2.350 0.00
H -0.968 -4.281 2.450 0.03
O -1.464 -4.837 2.962 0.00
H 1.793 -3.671 2.269 0.04
H 0.987 -3.417 3.523 -0.01
O 0.958 -3.676 2.534 -0.01
H 4.467 -3.219 3.654 0.05
H 2.907 -2.878 4.158 0.05
O 3.484 -2.775 3.513 -0.15
H 2.798 -3.883 -1.020 0.05
O 3.404 -3.356 -1.493 -0.12
H 0.836 -0.574 -4.946 0.02
H 0.298 -1.183 -3.415 0.01
O 0.127 -0.509 -4.219 -0.06
H 1.847 -6.165 -2.367 0.00
H 2.103 -5.421 -3.776 0.01
O 1.451 -5.695 -3.072 0.00
H 1.939 -3.059 -2.524 -0.01
H 0.592 -3.579 -1.871 0.00
O 0.993 -3.248 -2.767 0.29
H -2.503 1.717 -2.516 0.01
H -1.668 1.027 -3.565 0.01
O -1.620 1.752 -2.946 0.04
H -0.715 5.288 3.181 0.01
H -2.030 4.882 2.254 0.00
O -1.457 5.646 2.765 0.00
H -0.062 4.046 -2.477 0.01
H 1.116 4.564 -2.307 0.00
O 0.936 3.642 -2.522 -0.03
H 4.446 2.701 -2.761 0.01
O 4.946 3.119 -1.935 0.02
H -4.453 4.533 0.075 0.00
H -3.543 5.743 0.048 0.00
O -3.931 5.118 0.679 0.02
H 3.051 5.699 1.097 -0.02
O 3.540 4.805 1.371 -0.01
H -0.538 -4.075 0.163 0.00
H 0.139 -2.713 0.625 0.04
O 0.186 -3.439 0.005 0.07
H -3.781 -1.079 -2.757 0.00
H -2.207 -0.879 -2.650 0.01
O -2.962 -0.611 -2.732 0.00
H -1.735 4.675 -3.475 0.01
H -0.837 4.497 -4.621 0.00
O -0.850 4.790 -3.627 -0.02
H 4.194 -4.618 1.479 0.04
H 2.626 -4.411 1.174 0.02
O 3.389 -5.027 1.011 -0.08
H -1.005 -3.000 -2.075 0.01
H -2.231 -3.672 -2.864 0.02
O -1.971 -2.909 -2.251 -0.03
H -5.096 0.049 3.269 0.00
H -4.500 1.279 2.392 0.01
O -4.636 0.930 3.236 -0.01
H -4.145 3.217 -3.992 -0.01
H -4.690 3.357 -2.623 0.01
O -4.120 3.888 -3.276 0.01
H -2.689 -2.469 -5.804 0.00
H -2.627 -0.960 -6.023 0.00
O -3.041 -1.664 -5.484 -0.01
H 4.283 3.308 2.986 0.02
H 3.077 2.737 3.617 0.03
O 3.898 2.864 3.816 -0.11
H 6.449 -2.647 0.195 0.03
H 5.165 -2.346 -0.292 -0.03
O 5.694 -2.979 -0.297 -0.15
H 2.128 0.247 -3.787 0.02
O 2.795 -0.423 -3.996 -0.08
H -2.914 4.629 3.460 0.00
H -3.284 3.062 3.785 -0.01
O -2.689 3.714 3.660 0.02
H 5.567 2.485 -1.526 -0.01
H -1.509 -0.244 5.227 0.00
H 3.134 4.223 0.744 0.01
H -4.577 -1.484 1.205 0.00
H 4.029 -3.578 -2.149 0.04
H 2.689 -0.941 -3.297 0.05
O 1.953 -1.913 5.596 0.05
H 2.625 -1.158 5.873 0.00
H 1.295 -1.849 6.231 -0.03
O -0.528 1.837 1.122 0.23
H -1.074 2.360 1.715 -0.02
H 0.277 1.582 1.461 -0.03
O -0.055 4.185 4.770 -0.03
H -0.251 3.683 5.572 0.02
H 0.929 4.419 4.980 0.00
O -3.354 1.964 0.134 0.06
H -2.690 2.777 0.077 -0.01
H -2.629 1.219 0.412 0.00
O 4.213 0.523 2.636 0.11
H 4.205 1.224 3.447 -0.01
H 3.790 1.196 2.059 0.00
O 0.197 5.440 0.758 -0.01
H -0.151 6.346 0.903 0.00
H 0.462 4.673 1.254 0.01
O -2.836 -1.415 0.052 0.01
H -2.825 -0.539 -0.306 -0.01
H -1.912 -1.624 -0.402 0.01

---

(3)
77
Properties=species:S:1:pos:R:3:lowdin_charge:R:1 method="wB97M-V/def2-TZVPD" lumo_energy_ev=-0.070 gap_ev=6.196 de_lowest_kj_mol=0.00
N -1.319 0.446 0.436 0.26
H -1.365 -0.572 0.277 0.07
H -1.819 0.678 1.347 0.06
H -1.817 0.944 -0.318 0.07
H -0.327 0.704 0.487 0.07
N -4.190 3.020 -0.935 0.26
H -5.096 2.604 -0.724 0.13
H -3.542 2.305 -1.440 0.05
H -3.814 3.373 -0.053 0.14
H -4.311 3.836 -1.532 0.13
C -3.346 -0.532 4.230 -0.10
C -2.376 0.610 3.887 -0.65
C -0.951 0.052 3.886 -0.09
O -2.758 1.155 2.674 -0.36
H -3.025 -1.447 3.712 0.06
H -4.394 -0.384 3.987 0.06
H -3.204 -0.763 5.298 0.06
H -2.439 1.384 4.677 0.11
H -0.222 0.863 3.958 0.06
H -0.803 -0.598 3.022 0.05
H -0.753 -0.543 4.790 0.07
C -1.204 -0.011 -3.478 -0.06
C -1.807 1.363 -3.191 -0.62
C -2.701 1.873 -4.307 -0.08
O -2.420 1.405 -1.951 -0.31
H -1.935 -0.827 -3.442 0.08
H -0.415 -0.255 -2.763 0.06
H -0.773 -0.035 -4.485 0.08
H -0.908 2.016 -3.178 0.11
H -3.049 2.881 -4.058 0.06
H -3.635 1.303 -4.389 0.08
H -2.212 1.848 -5.282 0.07
C 4.507 1.973 3.393 -0.06
C 3.537 1.156 2.574 -0.19
O 3.320 1.836 1.329 0.05
C 2.091 1.955 0.870 -0.60
O 1.067 1.690 1.448 0.10
O 2.147 2.589 -0.298 0.01
C 0.916 2.878 -0.922 -0.04
H 4.303 3.040 3.467 0.08
H 5.502 1.896 2.941 0.08
H 4.632 1.584 4.404 0.08
H 2.612 1.075 3.148 0.12
H 3.896 0.156 2.352 0.12
H 0.576 2.025 -1.514 0.08
H 0.947 3.693 -1.648 0.10
H 0.165 3.218 -0.208 0.10
C 0.929 -4.381 -1.206 -0.05
C 0.333 -3.252 -2.019 -0.20
O -1.082 -3.476 -2.107 0.06
C -1.816 -2.878 -1.191 -0.60
O -1.353 -2.222 -0.286 0.07
O -3.092 -2.993 -1.486 0.04
C -3.994 -2.290 -0.644 -0.03
H 2.022 -4.328 -1.183 0.08
H 0.633 -5.378 -1.525 0.08
H 0.644 -4.277 -0.156 0.07
H 0.744 -3.205 -3.025 0.13
H 0.579 -2.300 -1.556 0.08
H -4.963 -2.788 -0.640 0.09
H -4.173 -1.286 -1.035 0.10
H -3.691 -2.220 0.400 0.10
C 4.868 0.715 -1.491 -0.05
C 4.827 -0.795 -1.486 -0.20
O 4.279 -1.281 -0.256 0.03
C 2.963 -1.270 -0.076 -0.62
O 2.174 -0.858 -0.887 0.12
O 2.729 -1.805 1.112 0.01
C 1.362 -1.874 1.525 -0.02
H 3.853 1.087 -1.371 0.06
H 5.342 1.097 -2.395 0.08
H 5.480 1.060 -0.656 0.09
H 5.805 -1.261 -1.609 0.12
H 4.239 -1.241 -2.295 0.12
H 1.024 -0.955 2.001 0.07
H 1.335 -2.596 2.340 0.11
H 0.712 -2.207 0.723 0.06

---

(4)
35
Properties=species:S:1:pos:R:3:lowdin_charge:R:1 method="wB97M-V/def2-TZVPD" lumo_energy_ev=4.431 gap_ev=2.696 total_charge=-2
C 0.994 -1.351 -3.468 -0.24
C -0.398 -1.390 -3.787 -0.22
C -1.070 -2.135 -2.766 -0.24
C -0.099 -2.524 -1.797 -0.26
C 1.178 -2.030 -2.224 -0.26
Cd 0.134 1.123 -0.508 1.24
C -1.351 1.855 -2.905 -0.19
C 0.065 1.918 -3.194 -0.82
C 0.594 2.457 -4.380 -0.14
N 0.957 1.427 -2.357 -0.22
H -2.139 -2.332 -2.724 0.04
H -0.863 -0.949 -4.668 0.05
H -0.291 -3.092 -0.887 0.03
H 2.126 -2.168 -1.708 0.03
H 1.770 -0.867 -4.051 0.05
H -1.986 2.159 -3.739 -0.03
H 1.916 1.392 -2.751 0.02
H -1.698 1.402 -1.976 -0.10
H -0.094 2.881 -5.087 -0.04
H 1.685 2.467 -4.551 -0.03
C 1.195 -0.791 4.090 -0.07
C -0.080 0.013 3.822 -0.68
C -1.336 -0.782 4.183 -0.07
C -0.049 1.371 4.527 -0.07
C -0.151 0.255 2.424 -0.29
C -0.462 0.440 1.251 -0.23
H 1.332 -1.003 5.156 0.07
H 2.065 -0.237 3.720 0.08
H 1.162 -1.733 3.531 0.09
H -1.387 -1.008 5.254 0.07
H -2.230 -0.219 3.895 0.08
H -1.366 -1.719 3.616 0.09
H 0.809 1.954 4.178 0.08
H -0.942 1.946 4.264 0.08
H 0.007 1.268 5.615 0.07

---

Calculated total energy across the listed records, respectively: -1376.12521 -3057.07861 -1650.54598 -767.08133 Ha.